i) Entry from the OMol25 dataset: C5H8 in the gas phase (the ωB97M-V functional and the def2-TZVPD basis).

Values from the calculation:
HOMO energy: -0.2876 Eh
Total charge: 0
Orbital gap: 8.2 eV

Geometry as XYZ:
```
13
C5H8 the ωB97M-V functional and the def2-TZVPD basis
C -1.47 -0.05 -0.78
C -0.76 0.61 0.41
C 0.42 -0.20 0.88
C 1.58 -0.29 0.13
C 2.36 -0.17 -0.90
H -0.77 -0.19 -1.60
H -1.88 -1.02 -0.50
H -2.29 0.58 -1.14
H -0.40 1.60 0.11
H -1.46 0.75 1.23
H 0.31 -0.81 1.78
H 1.22 -1.40 0.23
H 3.16 0.57 -0.96
```

ii) Entry from the OMol25 dataset: C5H8 in the gas phase (the ωB97M-V functional and the def2-TZVPD basis).

Values from the calculation:
HOMO energy: -0.3521 Eh
Total charge: 0
Orbital gap: 10.9 eV
SMILES string: C=CCC=C

Geometry as XYZ:
```
13
C5H8 the ωB97M-V functional and the def2-TZVPD basis
C -2.42 -0.12 -0.31
C -1.21 0.38 0.07
C -0.01 -0.43 0.50
C 1.26 0.39 0.15
C 2.35 -0.14 -0.39
H -3.12 0.58 -0.72
H -2.59 -1.27 -0.34
H -0.82 1.59 0.08
H -0.17 -1.43 0.00
H -0.05 -0.56 1.57
H 1.11 1.52 0.33
H 3.39 0.28 -0.51
H 2.42 -1.24 -0.49
```

iii) Entry from the OMol25 dataset: C5H8 in the gas phase (the ωB97M-V functional and the def2-TZVPD basis).

Values from the calculation:
HOMO energy: -0.3632 Eh
Total charge: 0
Orbital gap: 11.0 eV
SMILES string: C#CC(C)C

Geometry as XYZ:
```
13
C5H8 the ωB97M-V functional and the def2-TZVPD basis
C 2.50 -0.07 -0.10
C 1.30 -0.13 0.13
C -0.12 -0.02 0.43
C -0.82 -1.23 -0.13
C -0.66 1.29 -0.12
H 3.57 0.04 -0.19
H -0.23 -0.06 1.54
H -0.73 -1.38 -1.20
H -1.91 -1.24 0.08
H -0.38 -2.10 0.29
H -0.29 2.13 0.48
H -0.43 1.49 -1.17
H -1.79 1.28 -0.03
```

iv) Entry from the OMol25 dataset: C5H8 in the gas phase (the ωB97M-V functional and the def2-TZVPD basis).

Values from the calculation:
HOMO energy: -0.3051 Eh
Total charge: 0
Orbital gap: 9.2 eV

Geometry as XYZ:
```
13
C5H8 the ωB97M-V functional and the def2-TZVPD basis
C 1.40 -0.47 -0.02
C 0.13 0.74 1.11
C -0.78 1.14 -0.08
C -1.11 -0.33 -0.38
C 0.03 -0.68 0.59
H 1.45 -0.69 -1.07
H 2.22 -0.92 0.51
H 1.66 0.61 0.08
H -0.26 1.68 -0.87
H -1.60 1.79 0.26
H -2.09 -0.62 0.01
H -1.04 -0.69 -1.41
H -0.01 -1.55 1.26
```

Which structure is most stable? iii), by 0.666 eV over the runner-up.